The following is a quantum chemistry calculation of a structure of composition C4H6ClNS at a distorted geometry, from the OMol25 dataset.

Values from the calculation:
Charge: 0
Relative energy (zero: lowest compared OMol25 entry of this formula, charge and spin): 11.5 kcal per mole
Frontier orbital gap (alpha / beta): 6.39 / 6.52 eV
2S+1: 3
LUMO energy (alpha / beta): 0.7349 / -3.3057 eV

```
13
C4H6ClNS (wB97M-V/def2-TZVPD)
Cl 2.0751 2.2589 -0.2396
S 1.9802 -1.7514 -0.8279
N 1.8187 -0.1687 -1.1720
C -1.6885 0.5631 -0.9393
C 2.5361 -1.4740 0.7695
C 2.5866 -0.1346 1.0119
C 2.1602 0.5602 -0.1446
H -1.3518 -0.4586 -1.0575
H 2.8973 0.3366 1.9241
H -2.5652 0.7283 -1.5530
H -0.9007 1.2350 -1.2526
H -1.9333 0.7452 0.0980
H 2.7880 -2.2849 1.4212
```

***

The following is a quantum chemistry calculation of a cluster of 2 separate species, C4H6ClO2P in total at a distorted geometry, from the OMol25 dataset.

Values from the calculation:
Charge: 0
Relative energy (zero: lowest compared OMol25 entry of this formula, charge and spin): 4.7 kcal per mole
SMILES: O=C(P)Cl.CC=C=O
Frontier orbital gap: 8.80 eV
2S+1: 1
LUMO energy: 0.1992 eV

```
14
C4H6ClO2P (wB97M-V/def2-TZVPD)
Cl 2.1461 -1.3458 1.8247
P 3.5720 0.6084 -0.0451
O -0.8956 1.5741 1.6077
O 0.9608 -0.2484 -0.1773
C -1.7556 0.8759 1.2450
C -2.0564 -0.2368 -0.8752
C 1.9930 -0.2714 0.3956
C -2.3814 -0.0702 0.6412
H -3.2121 -0.6565 0.9488
H 4.2492 -0.5328 -0.7049
H -0.9382 -0.0821 -0.9101
H 3.0148 1.0471 -1.2185
H -2.3155 -1.2140 -1.2221
H -2.3811 0.5526 -1.5100
```

***

The following is a quantum chemistry calculation of a cluster of 2 separate species, C4H6ClO6 in total at a distorted geometry, from the OMol25 dataset.

Values from the calculation:
Charge: -1
Frontier orbital gap: 8.78 eV
2S+1: 1
LUMO energy: 2.9513 eV

```
17
C4H6ClO6 (wB97M-V/def2-TZVPD)
Cl -0.6177 2.4708 -3.3384
O 0.6681 3.1084 -3.1723
O -0.6759 1.8005 -4.6190
O -0.7966 1.5059 -2.2748
O -1.6819 3.4502 -3.2765
O -1.1051 -2.7939 2.7812
O -0.7574 -1.9750 0.7364
C 0.6518 -0.1306 1.2799
C 0.6752 -1.1667 2.4008
C -0.5005 -2.0546 2.0544
C 0.0198 -0.9375 0.1170
H 0.0290 0.7096 1.5760
H -0.5732 -0.2475 -0.4782
H 1.5573 -1.8140 2.3538
H 1.6320 0.1897 0.9347
H 0.8230 -1.3710 -0.4756
H 0.6521 -0.7444 3.4004
```

***

The following is a quantum chemistry calculation of the molecule C4H6ClOP at a distorted geometry, from the OMol25 dataset.

Values from the calculation:
Charge: 0
Relative energy (zero: lowest compared OMol25 entry of this formula, charge and spin): 115.0 kcal per mole
Frontier orbital gap (alpha / beta): 8.48 / 7.51 eV
2S+1: 1
LUMO energy (alpha / beta): -0.7726 / -0.4318 eV

```
13
C4H6ClOP (wB97M-V/def2-TZVPD)
Cl -1.5118 -1.0935 -2.8620
P -2.0167 -1.3435 -0.9326
O 0.5176 1.2016 -0.9401
C -0.3184 -0.1224 0.9691
C -0.4201 -1.2551 0.0002
C 0.7953 0.7685 0.3838
C 0.5657 2.1838 0.0586
H -1.2001 0.4126 1.1726
H 0.1270 -0.6110 1.9089
H 1.8454 0.4100 0.4178
H 0.4684 -1.1619 -0.6649
H 1.3583 2.8232 -0.0312
H -0.2105 -2.2123 0.5198
```

***

The following is a quantum chemistry calculation of a structure of composition C4H6CoO7 at a distorted geometry, from the OMol25 dataset.

Values from the calculation:
Charge: +1
Relative energy (zero: lowest compared OMol25 entry of this formula, charge and spin): 15.3 kcal per mole
Frontier orbital gap (alpha / beta): 6.86 / 6.55 eV
2S+1: 5
LUMO energy (alpha / beta): -6.4991 / -6.6316 eV

```
18
C4H6CoO7 (wB97M-V/def2-TZVPD)
Co 5.1620 0.6785 0.2497
O -2.9071 -0.9444 -1.4348
O -2.9415 1.5780 -0.4672
O 1.7669 0.6400 0.1841
O 3.7559 -0.3657 -0.1832
O 3.6754 1.6724 0.6145
O -2.8731 -0.0127 1.0928
O -1.0771 0.4391 -0.2104
C 3.0753 0.6389 0.1895
C -0.3042 -0.5348 0.4640
C -2.4386 0.3848 0.0022
C 1.0767 -0.5814 -0.1286
H -0.2541 -0.2980 1.5368
H -0.7589 -1.5299 0.3501
H 1.6259 -1.4278 0.2995
H -3.7468 -1.2794 -1.1089
H 1.0374 -0.6918 -1.2197
H -3.8742 1.6341 -0.2305
```

***

The following is a quantum chemistry calculation of a structure of composition C4H6CsMgO at a distorted geometry, from the OMol25 dataset.

Values from the calculation:
Charge: +2
Frontier orbital gap (alpha / beta): 3.98 / 4.47 eV
2S+1: 2
LUMO energy (alpha / beta): -9.6076 / -9.6108 eV

```
13
C4H6CsMgO (wB97M-V/def2-TZVPD)
Cs 4.6358 -0.0652 -2.8739
Mg -1.7139 -2.9303 1.4094
O -2.4362 -1.3962 0.7409
C -2.3476 -0.0810 0.6920
C 0.6790 0.3179 -0.7527
C 1.7657 0.2544 0.1386
C -1.2609 0.6572 0.4382
H -3.2764 0.4636 0.9373
H -1.2050 1.7180 0.6854
H 1.9736 -0.6836 0.6637
H 0.3781 -0.6316 -1.2134
H 2.2082 1.1762 0.5313
H 0.5995 1.2005 -1.3967
```